[1]
82
Properties=species:S:1:pos:R:3:forces:R:3 method="wB97M-V/def2-TZVPD" fmax_ha_per_bohr=0.0402 orbital_gap_ev=5.723 homo_energy_ev=-1.3 charge=-2 spin_multiplicity=1
Pd -0.554820 -0.108901 -0.038246 0.13 1.77 -0.22
O 2.218973 0.641951 3.424984 0.09 0.00 -0.02
C 1.646277 0.324190 2.368040 -0.12 -0.09 0.03
O 0.452350 -0.010524 2.187702 0.14 0.03 0.03
C 2.540028 0.312498 1.109503 -0.43 -0.01 -0.24
C 3.949231 0.282823 1.227270 0.35 0.05 0.05
C 4.718614 0.256800 0.103691 -0.04 0.01 0.12
C 4.096494 0.231412 -1.166473 -0.32 0.01 -0.05
C 4.802392 0.191317 -2.388869 0.02 -0.02 -0.09
C 4.128244 0.136708 -3.579081 0.19 0.00 0.02
C 2.719997 0.100959 -3.600813 -0.12 0.02 0.07
C 2.008441 0.143323 -2.433178 0.01 0.02 -0.06
C 2.677539 0.233769 -1.190516 0.37 0.05 0.07
N 1.939128 0.304595 -0.051720 0.27 -0.14 0.04
H 4.373530 0.285864 2.222056 -0.05 0.04 0.00
H 5.802677 0.246850 0.161003 0.01 -0.02 0.02
H 5.887768 0.196062 -2.370200 0.00 0.01 0.01
H 4.682633 0.110017 -4.510521 -0.02 -0.01 0.00
H 2.199796 0.038653 -4.549106 -0.02 0.00 0.01
H 0.927508 0.091605 -2.406683 -0.03 0.01 -0.01
C 0.726306 -4.621888 -2.559463 -0.12 0.34 0.20
Si -0.598380 -4.354543 -1.193591 0.36 -0.84 -0.14
C -2.214782 -5.006961 -2.013323 0.01 0.49 0.21
C -0.155010 -5.733397 0.073115 -0.10 0.37 0.02
As 0.007648 -2.388847 -0.053424 -0.08 -1.11 -0.23
Si -1.738913 -2.251575 1.492493 -0.89 -0.59 1.05
C -1.080501 -2.699821 3.224895 0.13 0.11 -0.22
C -3.095500 -3.585123 1.208071 0.30 0.03 -0.24
C -2.847322 -0.719402 1.785487 0.34 -0.05 0.00
H 0.901398 -5.677914 -2.782702 -0.10 -0.05 0.05
H 1.664503 -4.183295 -2.207772 0.03 -0.04 -0.07
H 0.453704 -4.117060 -3.491074 0.01 0.03 0.02
H -2.270196 -6.095552 -1.933819 0.14 -0.03 0.05
H -2.257230 -4.740691 -3.072532 0.05 -0.07 0.11
H -3.098637 -4.588871 -1.526625 -0.01 -0.07 -0.11
H -0.047154 -6.728910 -0.368352 -0.03 0.04 -0.14
H -0.907197 -5.792469 0.865115 0.06 -0.01 -0.01
H 0.789668 -5.449706 0.543944 0.00 -0.08 0.03
H -0.631377 -3.697550 3.206828 -0.01 0.00 0.00
H -1.869218 -2.681196 3.984729 -0.06 0.00 -0.05
H -0.308179 -1.981127 3.504643 0.00 0.01 0.02
H -2.645373 -4.582447 1.199164 -0.12 0.00 -0.03
H -3.606991 -3.432484 0.253037 -0.01 0.01 0.05
H -3.846593 -3.555659 2.003285 0.04 0.08 0.06
H -2.218540 0.142380 2.018403 -0.10 0.09 -0.03
H -3.538598 -0.874695 2.624189 0.06 -0.21 0.00
H -3.435845 -0.522531 0.888186 -0.02 0.04 -0.02
O -1.059990 1.966989 -0.054698 0.49 0.18 0.28
As -2.075736 1.207732 -1.220413 -1.57 -0.86 -1.03
C -3.442387 -0.180806 -2.155394 0.51 0.46 0.08
C -2.860152 -1.339131 -2.648764 0.04 -0.12 0.01
C -3.577066 -2.217568 -3.451049 -0.06 0.04 -0.07
C -4.907367 -1.947884 -3.751286 -0.08 0.01 -0.05
C -5.513448 -0.811409 -3.232379 -0.03 -0.03 0.05
C -4.780604 0.067601 -2.439683 -0.01 0.02 0.07
C -3.616634 2.449746 -0.847402 0.27 0.13 0.33
C -4.016538 3.478687 -1.696421 0.05 -0.15 -0.07
C -4.984416 4.399084 -1.312057 -0.09 0.04 0.01
C -5.583032 4.307438 -0.065180 0.00 0.04 -0.04
C -5.199125 3.286176 0.792743 -0.07 0.01 0.01
C -4.221341 2.380767 0.408164 0.02 -0.11 0.02
C -1.458524 1.950503 -2.929205 0.06 0.13 0.00
C -2.203768 1.936853 -4.105777 0.04 -0.18 0.03
C -1.764586 2.628222 -5.227192 0.00 0.03 -0.05
C -0.563380 3.323815 -5.194621 0.02 0.01 0.00
C 0.204049 3.312271 -4.037282 -0.04 0.00 -0.09
C -0.248042 2.635331 -2.913819 0.08 0.06 0.16
H -1.826454 -1.558316 -2.375617 -0.02 0.03 -0.02
H -3.108397 -3.115341 -3.839746 -0.05 0.15 0.01
H -5.476322 -2.622514 -4.382425 0.02 -0.03 0.02
H -6.559136 -0.606872 -3.441922 0.01 -0.01 -0.01
H -5.262157 0.955256 -2.040606 -0.01 -0.01 -0.07
H -3.575880 3.575399 -2.679016 0.09 0.01 -0.05
H -5.270894 5.194983 -1.991479 0.02 -0.01 -0.01
H -6.331316 5.031550 0.237753 -0.01 -0.02 0.00
H -5.663174 3.200443 1.769117 0.05 -0.01 0.02
H -3.914111 1.610688 1.103739 0.03 0.01 0.02
H -3.127615 1.372275 -4.149249 -0.04 0.07 0.02
H -2.370275 2.636620 -6.126808 0.02 -0.05 0.00
H -0.228438 3.873293 -6.067471 0.01 -0.02 0.00
H 1.149535 3.841137 -4.006780 0.01 -0.02 0.02
H 0.329630 2.641542 -1.995527 -0.06 0.01 0.05

[2]
27
Properties=species:S:1:pos:R:3:forces:R:3 method="wB97M-V/def2-TZVPD" fmax_ha_per_bohr=0.1388 orbital_gap_ev=8.877 smiles="CC(C)(C)C1=C2CN2SOCC1" homo_energy_ev=-8.1 spin_multiplicity=1
C -2.015721 -1.176954 -0.506097 2.14 -0.55 -2.82
C -0.576241 -1.083057 0.109599 -0.76 -0.45 -0.92
C -0.754391 -1.834301 1.461745 2.22 -1.34 -3.40
C 0.446202 -1.650724 -0.968348 -1.77 0.81 0.54
C -0.034599 0.304565 0.275012 1.46 -1.45 2.21
C -0.543343 1.404514 -0.101990 -2.97 6.14 -2.11
C -1.451944 2.344595 -0.835786 1.40 -1.59 2.98
N -0.262652 2.968130 -0.133287 0.45 -2.96 0.40
S 1.234747 3.096073 -1.075469 -0.13 -0.75 0.47
O 2.336284 2.400497 -0.023174 -1.12 1.75 -0.83
C 2.539732 1.009957 0.203205 -2.30 0.09 -0.17
C 1.304002 0.354699 0.960855 2.60 0.19 1.59
H -2.395373 -2.202765 -0.444239 0.26 0.05 0.08
H -2.706431 -0.563064 -0.026643 -1.14 1.29 0.77
H -1.960261 -0.948998 -1.640270 -0.30 -0.05 1.79
H -1.611742 -1.436024 1.854395 -2.48 0.15 1.18
H 0.013149 -1.683950 2.159760 1.31 0.12 0.88
H -0.725023 -2.895945 1.094450 -0.70 0.69 1.15
H 0.774792 -0.687855 -1.445730 0.27 -1.73 -0.30
H -0.105453 -2.335133 -1.601705 -0.18 0.29 -0.69
H 1.181925 -2.303920 -0.574659 1.34 0.04 0.65
H -1.458011 2.325618 -1.856310 0.18 -0.14 -2.72
H -2.426243 2.558031 -0.417428 0.15 0.42 0.32
H 3.229426 1.184914 0.971113 1.72 -0.94 0.91
H 2.954257 0.548815 -0.698688 -0.31 -0.30 0.22
H 1.370294 0.969128 1.941515 -0.94 -0.82 -1.50
H 1.642618 -0.666845 1.318174 -0.39 1.01 -0.68

[3]
16
Properties=species:S:1:pos:R:3:forces:R:3 method="wB97M-V/def2-TZVPD" fmax_ha_per_bohr=0.0090 orbital_gap_ev=9.381 smiles="C1=CN1.C=C=CC" homo_energy_ev=-8.3 spin_multiplicity=1
C 1.965181 0.678105 0.591053 0.37 -0.26 0.00
C 2.082825 -0.249845 -0.272409 0.37 0.05 0.28
N 1.544454 1.056139 -0.796293 0.18 0.27 -0.28
H 2.055717 1.134361 1.557692 -0.05 -0.05 -0.08
H 2.333502 -1.230487 -0.628830 -0.06 0.06 -0.01
H 2.335647 1.556449 -1.218774 -0.21 -0.02 -0.04
C -0.653295 1.128618 1.525290 -0.26 -0.08 -0.02
C -0.986425 0.122074 0.756971 0.11 -0.11 -0.10
C -0.989370 -0.875065 -0.083051 0.09 0.17 0.16
C -2.078476 -1.715246 -0.685489 -0.09 0.02 0.04
H -0.427259 0.990386 2.580769 -0.18 0.00 -0.13
H -0.558133 2.131262 1.111855 -0.15 -0.15 0.06
H 0.033227 -1.104884 -0.402063 -0.21 -0.11 -0.05
H -1.872096 -2.777652 -0.503362 -0.07 0.19 -0.02
H -2.102580 -1.576190 -1.774369 -0.01 0.00 0.22
H -3.068360 -1.484166 -0.285360 0.16 0.03 -0.02

[4]
15
Properties=species:S:1:pos:R:3:forces:R:3 method="wB97M-V/def2-TZVPD" fmax_ha_per_bohr=0.0676 orbital_gap_ev=10.669 homo_energy_ev=-14.6 charge=+1 spin_multiplicity=1
C 2.541871 -0.523988 -0.213861 2.05 -2.22 0.28
C 0.954552 1.202263 0.309548 -0.27 -3.28 -0.24
C -2.953344 0.323653 -0.282655 -1.27 -0.27 -0.85
N 1.207183 -0.028872 0.078953 -0.47 1.02 -0.39
N -2.198980 -0.566288 0.180945 -0.99 -1.47 2.62
O 0.276525 -0.963614 0.037454 0.57 -0.74 0.24
H 2.506982 -1.579765 0.317141 0.63 2.22 -1.16
H 2.720444 -0.670242 -1.307070 -0.75 -0.08 0.79
H 0.003605 1.393059 0.605776 -2.66 0.93 0.65
H 1.661353 1.904483 0.209506 2.61 2.29 -0.13
H -4.108917 0.363779 -0.192872 2.24 0.08 0.20
H -2.378012 0.926367 -0.906186 -0.11 1.91 -1.50
H 3.449470 0.129502 0.094996 -2.10 -0.87 0.12
H -0.936315 -0.833048 0.199808 0.16 1.50 -0.66
H -2.746422 -1.077290 0.868514 0.35 -1.02 0.02

[5]
68
Properties=species:S:1:pos:R:3:forces:R:3 method="wB97M-V/def2-TZVPD" fmax_ha_per_bohr=0.0616 orbital_gap_ev="2.290 / 2.111" homo_energy_ev="-3.2 / -3.1" spin_multiplicity=1
C -3.424505 0.532187 0.373610 1.54 -1.00 -1.97
C -3.181566 -0.841176 0.960622 -0.21 -0.68 1.04
H -2.454807 1.057601 0.463501 -0.12 0.53 0.35
H -4.479920 0.767966 0.906605 -0.89 -0.12 0.22
H -3.890313 1.393308 1.083438 0.70 0.44 0.15
H -2.583625 -1.454161 0.278646 -0.20 0.37 -0.08
H -2.610687 -0.763987 1.889703 -0.10 0.05 -0.20
H -4.122434 -1.348148 1.201070 0.15 -0.09 -0.27
C -0.188413 2.305617 -3.123915 -0.18 0.55 -1.31
C -0.589474 3.182287 -4.129228 0.29 -0.09 1.85
C -0.764860 2.672381 -5.421433 0.02 -1.31 -1.37
C -0.652200 1.302068 -5.651770 0.09 1.27 -0.14
H -0.030483 2.622413 -2.091229 0.10 0.04 -0.24
H -0.744656 4.231303 -3.889700 -0.03 -0.18 -0.11
H -1.003538 3.336138 -6.246608 -0.03 -0.07 0.09
H -0.828838 0.844272 -6.624404 0.00 0.44 0.13
N 0.021437 1.000911 -3.380056 0.27 0.14 1.42
C -0.322175 0.462999 -4.580697 -0.78 -2.42 -0.26
C -0.457357 -1.000039 -4.605763 -0.27 2.47 -0.16
N -0.212283 -1.642469 -3.428193 0.14 -0.10 1.49
C -0.643816 -2.907904 -3.250613 -0.28 -0.56 -1.36
C -1.296679 -3.053223 -5.557334 0.28 1.52 -1.18
C -1.194756 -3.648737 -4.295501 0.41 -0.06 1.86
H -0.542938 -3.319902 -2.244792 0.10 0.00 -0.26
H -1.522746 -4.668583 -4.113571 -0.01 0.18 -0.04
C -0.948635 -1.711919 -5.709046 -0.09 -1.35 -0.25
H -1.061640 -1.179620 -6.650779 -0.05 -0.38 0.08
H -1.657352 -3.617972 -6.411412 -0.02 0.08 0.11
Cd 0.934519 -0.398883 -1.912947 0.03 -0.14 -0.37
C -3.843279 0.602851 -1.107517 -0.71 0.46 -0.04
H -3.097740 0.179691 -1.793366 0.10 0.11 0.59
H -4.006191 1.649892 -1.377529 0.14 -0.09 -0.14
H -4.789026 0.081992 -1.285690 0.15 -0.07 0.12
N 0.595547 -0.062620 0.091207 0.00 0.42 1.74
P 1.247969 0.018835 1.516842 -1.08 -0.40 -2.95
C 2.836472 0.880268 1.596796 0.51 -0.02 0.04
C 3.894854 0.412891 2.384898 0.10 0.55 -0.02
C 5.084776 1.143548 2.451581 -0.05 0.05 -0.18
C 5.236943 2.311933 1.697580 -0.16 -0.14 0.03
C 4.203996 2.743519 0.856746 -0.06 -0.22 0.12
C 3.012262 2.017682 0.790757 0.23 0.06 0.26
C 0.159391 0.888174 2.676586 -0.15 0.20 0.43
C -0.828399 0.183060 3.382246 0.04 0.36 0.07
C -1.729544 0.869046 4.198353 0.00 -0.02 -0.16
C -1.651395 2.259327 4.313892 0.02 0.05 -0.10
C -0.670449 2.965084 3.608802 -0.06 -0.10 -0.09
C 0.230061 2.284115 2.786516 -0.29 -0.13 0.27
C 1.468236 -1.602072 2.275102 0.19 -0.34 0.53
C 1.319862 -2.740144 1.471139 0.04 0.02 0.37
C 1.434931 -4.009723 2.042594 0.03 0.14 0.12
C 1.694083 -4.139507 3.411044 -0.01 0.11 -0.11
C 1.840630 -3.003104 4.212166 -0.03 0.10 -0.11
C 1.722768 -1.731757 3.646728 0.05 -0.59 -0.12
H 3.788689 -0.510145 2.951521 0.07 0.26 -0.10
H 5.894026 0.793043 3.094341 -0.18 0.11 -0.23
H 6.168513 2.878888 1.753026 -0.29 -0.17 -0.01
H 4.322827 3.646804 0.254624 0.00 -0.31 0.15
H 2.213168 2.328391 0.113538 0.20 -0.14 0.22
H -0.888462 -0.905363 3.298632 0.09 0.34 0.05
H -2.497150 0.310470 4.738925 0.22 0.20 -0.08
H -2.359338 2.793304 4.951566 0.25 -0.15 -0.16
H -0.608037 4.051881 3.690991 -0.04 -0.32 0.02
H 0.988344 2.837027 2.229749 -0.20 -0.16 0.21
H 1.095288 -2.610059 0.410699 0.09 0.01 0.31
H 1.319662 -4.896747 1.416462 0.04 0.25 0.22
H 1.779796 -5.131835 3.856150 -0.02 0.27 -0.12
H 2.043148 -3.097387 5.278914 -0.06 -0.06 -0.25
H 1.827537 -0.845966 4.275178 -0.06 -0.20 -0.14